67
Properties=species:S:1:pos:R:3:forces:R:3 method="wB97M-V/def2-TZVPD" energy_ev=-41883.2595 charge=+1 gap_ev=5.6 largest_force_ev_per_a=3.47 spin_multiplicity=1
C -5.474599 -2.276395 -4.029712 -0.538 -0.170 -0.302
C -4.127169 -1.858817 -3.565375 0.328 0.235 0.394
C -3.878363 -0.526879 -3.196333 0.236 -0.348 -0.177
C -2.583960 -0.130005 -2.878190 0.630 -0.468 -0.095
C -1.522072 -1.062289 -2.932159 -0.322 -0.220 0.277
C -0.146315 -0.735381 -2.401225 -0.430 0.826 -0.258
C 1.141242 -1.077310 -3.103300 0.128 0.067 -0.187
C 2.318685 -0.610044 -2.484072 -0.344 -0.478 -0.384
C 3.539448 -1.163877 -2.841232 0.055 0.033 -0.361
C 3.590510 -2.124887 -3.864657 -0.197 -0.152 0.021
C 2.427589 -2.516327 -4.547184 0.356 0.571 0.181
C 1.201511 -1.953067 -4.186557 0.160 0.076 0.174
C -1.801238 -2.414646 -3.186528 -0.510 0.753 -0.013
C -3.100346 -2.802127 -3.497569 0.416 0.216 -0.224
H -5.385194 -3.143004 -4.688654 -0.123 0.038 0.079
H -6.152671 -2.545080 -3.210828 0.114 0.100 -0.100
H -5.924997 -1.469613 -4.610525 -0.160 -0.088 0.082
H -4.695116 0.201745 -3.185492 0.268 -0.285 -0.051
H -2.384817 0.901208 -2.569766 -0.005 -0.303 -0.204
H -0.114407 0.317477 -2.105530 -0.017 -0.040 0.142
H 2.237289 0.185068 -1.734057 0.053 -0.406 -0.160
H 4.457375 -0.834033 -2.342545 -0.296 -0.153 -0.276
H 4.551281 -2.558936 -4.134723 -0.214 0.059 0.029
H 2.469602 -3.230922 -5.369953 0.107 0.210 0.238
H 0.283620 -2.180661 -4.737796 0.408 -0.118 0.294
H -0.993451 -3.134995 -3.116540 -0.155 -0.052 -0.057
H -3.291774 -3.844782 -3.746300 -0.114 0.199 0.065
C 3.814585 0.596843 1.007974 0.144 0.112 -0.261
C 3.074434 0.086635 2.239180 0.384 -0.533 0.083
C 2.908788 -1.421594 2.025127 0.047 -0.214 -0.243
C 3.827958 0.390247 3.530395 0.228 0.165 0.025
N 1.717163 0.647301 2.320062 -0.322 0.625 1.583
P 0.528700 -0.088950 3.281203 -0.232 0.596 -3.411
H -0.092907 -1.344939 -1.518836 0.134 -0.054 0.950
N -0.595213 0.928895 2.520754 0.795 0.475 1.523
C -2.041332 0.724638 2.684853 -0.467 -0.356 0.134
C -2.475879 1.224012 4.058808 -0.216 0.206 0.057
C -2.291293 -0.777239 2.525024 -0.142 -0.196 -0.214
C -2.807812 1.391001 1.547464 -0.136 0.116 -0.201
C -0.001695 2.168218 2.186798 0.264 -0.557 0.077
C 1.391403 2.000680 2.066452 -0.383 -0.533 0.173
C 2.245064 3.099403 2.030923 -0.110 0.631 -0.195
C 1.680353 4.359291 2.231089 0.501 -0.625 -0.145
C 0.307475 4.526136 2.349028 -0.710 -0.638 -0.073
C -0.565918 3.436963 2.268780 0.366 0.733 -0.204
H 3.862430 1.682042 0.928728 0.165 -0.388 -0.060
H 4.840601 0.213409 1.066438 -0.228 0.077 -0.137
H 3.343236 0.210921 0.095604 0.170 0.099 0.213
H 2.280375 -1.909163 2.788040 0.396 0.078 -0.111
H 2.439371 -1.581038 1.039876 0.119 -0.094 0.382
H 3.905474 -1.886295 2.008305 -0.398 0.009 0.099
H 3.288897 0.003239 4.407874 0.176 0.046 -0.213
H 4.815654 -0.084139 3.478421 -0.206 0.168 0.165
H 3.958456 1.474813 3.649132 0.031 -0.295 0.074
H -2.323982 2.309110 4.142703 -0.094 -0.298 0.074
H -3.542775 1.001558 4.186951 0.270 0.128 0.127
H -1.906258 0.730396 4.859853 -0.198 0.069 -0.183
H -2.035794 -1.060456 1.490811 -0.075 -0.068 0.389
H -1.695488 -1.399375 3.210702 -0.344 0.155 -0.042
H -3.361811 -0.974654 2.679091 0.390 -0.087 0.043
H -2.524575 0.930068 0.592652 -0.143 0.147 0.152
H -3.875691 1.218512 1.727145 0.218 0.017 -0.161
H -2.648921 2.465721 1.469774 -0.230 -0.330 -0.047
H 3.316765 3.003338 1.886993 -0.389 0.147 0.392
H 2.351291 5.197359 2.340764 -0.048 0.151 -0.119
H -0.116368 5.495355 2.556794 0.039 0.171 -0.138
H -1.636400 3.600315 2.305083 0.398 0.045 0.316